1.
This record from the Open Molecules 2025 dataset describes a structure of composition C38H30Cl3F5NO6RuS2. The level of theory is ωB97M-V/def2-TZVPD.

```
86
Properties=species:S:1:pos:R:3:forces:R:3
Ru -1.080375 -0.288188 0.007206 -0.49 0.63 0.57
O -1.160515 -2.474619 0.641295 0.21 -0.06 -0.12
S -2.283367 -3.429723 0.988794 -0.09 -0.04 -0.16
C -2.289733 -3.679443 2.790067 -0.05 0.08 -0.02
C -1.881087 -2.451349 3.592053 0.00 -0.02 -0.07
C -0.363046 -2.408242 3.762168 0.03 0.03 0.03
C 0.153349 -1.096967 4.339828 0.01 -0.04 -0.14
S 0.389114 0.166162 3.050060 0.04 0.04 -0.01
O -0.763863 -0.075354 2.086311 0.03 -0.19 0.04
C 1.908487 -0.437649 2.350829 -0.05 0.02 -0.04
C 1.958181 -1.480138 1.435744 0.03 -0.03 -0.01
C 3.194514 -1.903110 0.975353 0.06 -0.01 -0.03
C 4.356351 -1.287597 1.422296 0.00 0.07 0.02
C 4.292509 -0.234159 2.322655 0.02 0.01 -0.03
C 3.060807 0.204152 2.785448 -0.02 -0.01 0.01
C -3.804102 -2.515325 0.813931 -0.01 0.07 -0.02
C -4.974077 -3.251147 0.677492 0.03 -0.01 -0.02
C -6.174332 -2.586339 0.482903 -0.02 0.00 -0.01
C -6.198834 -1.200685 0.399560 0.00 0.00 0.00
C -5.024567 -0.472229 0.522575 -0.01 -0.01 0.01
C -3.824829 -1.132293 0.739261 0.08 -0.04 -0.15
H -1.629199 -4.529364 2.971283 0.02 0.00 -0.02
H -3.313065 -4.006559 2.984388 0.01 -0.01 0.03
H -2.361172 -2.477736 4.572649 -0.02 -0.07 -0.01
H -2.239431 -1.552947 3.089800 0.03 0.03 0.05
H 0.117192 -2.586514 2.800466 -0.03 -0.06 0.04
H -0.056730 -3.229020 4.415505 0.02 0.04 0.04
H 1.140707 -1.200260 4.791007 -0.01 0.01 0.05
H -0.520722 -0.666927 5.081855 -0.04 0.02 -0.04
H 1.049802 -1.946189 1.075075 0.00 0.04 -0.01
H 3.248808 -2.713963 0.261387 0.10 0.20 0.18
H 5.317383 -1.622789 1.055701 0.01 -0.01 0.00
H 5.196838 0.257255 2.654737 0.01 0.00 0.01
H 2.999543 1.036904 3.476197 -0.02 0.01 -0.01
H -4.946710 -4.334284 0.701482 0.01 -0.01 0.00
H -7.088472 -3.153328 0.372825 0.00 0.00 0.00
H -7.135363 -0.687699 0.228826 0.00 0.00 0.00
H -5.036166 0.607206 0.457914 0.01 0.00 -0.01
H -2.936008 -0.513763 0.897790 0.05 0.02 0.17
Cl -2.455833 -0.278860 -5.328951 0.01 0.00 0.02
C -1.260743 0.621210 -4.363906 0.01 -0.06 -0.04
C -0.996681 -0.160878 -3.110889 0.23 0.36 0.10
O -0.107592 -1.143251 -3.317658 -0.27 -0.06 -0.19
O -1.499976 0.117082 -2.045768 -0.19 -0.66 -0.01
H -1.668989 1.591629 -4.110757 -0.01 0.04 0.03
H -0.350912 0.711512 -4.950548 0.00 0.04 0.03
Cl 1.111636 2.977977 -3.318880 -0.10 -0.01 0.06
C 2.550636 2.528661 -2.452054 -0.02 0.00 0.04
C 3.116924 1.298608 -2.740477 -0.02 0.00 0.00
C 4.319572 0.934061 -2.165761 0.00 0.01 0.03
C 4.948971 1.808917 -1.294190 0.00 -0.04 0.00
C 4.352255 3.013909 -0.984095 -0.02 -0.01 0.01
Cl 5.152419 4.075348 0.135530 -0.01 0.00 0.00
C 3.127518 3.421099 -1.540535 -0.02 -0.07 0.01
N 2.610776 4.661543 -1.208108 0.09 0.11 -0.01
C 1.271261 5.079807 -1.059811 -0.06 0.00 -0.08
C 0.915889 6.301586 -1.631640 -0.04 -0.04 -0.03
C -0.365835 6.800583 -1.504489 -0.01 -0.01 0.01
C -1.324414 6.073455 -0.810640 0.02 -0.01 -0.01
C -0.967752 4.875476 -0.218903 -0.03 0.00 0.02
C 0.327513 4.372258 -0.311909 0.01 -0.01 -0.08
C 0.690199 3.128659 0.466042 0.07 0.01 0.06
C -0.017821 1.876112 0.052146 0.29 -0.33 -0.29
O -1.272455 1.740415 0.117640 -0.02 0.14 -0.11
O 0.622047 0.813823 -0.275779 0.09 0.17 0.21
H 2.618998 0.646318 -3.444573 0.00 -0.01 0.00
H 4.773140 -0.016698 -2.407301 0.00 -0.01 0.00
H 5.899223 1.562619 -0.841900 0.01 -0.01 0.00
H 3.299935 5.381850 -1.067611 0.01 -0.03 0.07
H 1.659189 6.844931 -2.201710 0.01 -0.01 -0.01
H -0.619265 7.748632 -1.959542 -0.01 0.01 0.00
H -2.335168 6.446042 -0.716659 0.00 0.00 0.00
H -1.698946 4.316971 0.352243 -0.01 0.00 0.00
H 0.392573 3.283704 1.509301 0.02 0.00 -0.01
H 1.760446 2.934938 0.461041 -0.01 -0.01 -0.05
F 2.141516 -1.859992 -2.001927 -0.03 -0.04 -0.07
C 1.088718 -2.670528 -1.958066 0.01 0.07 0.10
C -0.107344 -2.277682 -2.535101 0.19 0.00 0.08
C -1.205194 -3.121160 -2.480154 0.08 -0.06 -0.07
F -2.353301 -2.751117 -3.038332 0.00 0.03 0.02
C -1.101191 -4.359169 -1.872110 0.03 -0.01 -0.02
F -2.155149 -5.166916 -1.821813 -0.01 -0.02 -0.03
C 0.100093 -4.749748 -1.302574 -0.04 0.05 0.03
F 0.188724 -5.921418 -0.687237 0.00 -0.01 0.01
C 1.193932 -3.900678 -1.335292 -0.22 0.04 -0.05
F 2.332639 -4.257420 -0.751011 0.01 -0.27 -0.11
```
Forces are in eV/Å.

Computed properties:
Net charge   +1
LUMO   -2.2703 eV
Orbital gap   7.721 eV

These are the Mulliken partial charges, in e, on atoms 1 to 6: Ru 1.061; O -0.321; S 0.384; C -1.037; C -0.524; C -0.329



2.
This record from the Open Molecules 2025 dataset describes the ion C2H5N4 with charge +1. The level of theory is ωB97M-V/def2-TZVPD.

```
11
Properties=species:S:1:pos:R:3:forces:R:3
C -0.871063 0.679969 0.850285 -1.27 0.45 -0.32
C 0.106367 -0.876823 -0.712814 1.21 2.76 -1.25
N -0.867547 1.721631 1.461052 1.51 1.99 1.51
N 1.567809 -0.071299 0.407586 0.49 0.46 -0.82
N 0.252470 -0.110400 0.540266 0.82 -2.24 -2.28
N 1.592480 -0.741390 -0.723844 -1.54 -0.42 -0.16
H -1.685530 0.264109 0.282718 -0.60 -0.47 -0.06
H -0.313049 -1.807341 -0.634576 -0.55 -2.73 0.60
H -0.456955 -0.382971 -1.555040 0.93 0.06 0.86
H -1.639346 2.370505 1.528160 -0.42 -0.55 -0.06
H 2.314363 -1.045990 -1.443794 -0.58 0.70 1.99
```
Forces are in eV/Å.

Computed properties:
Structure (SMILES)   [H]/N=C/N1C[NH+]=N1
Net charge   +1
LUMO   -6.0191 eV
Energy relative to the best compared isomer or geometry (same formula, charge and spin)   87.4 kcal per mole
Orbital gap   9.110 eV

These are the Mulliken partial charges, in e, on atoms 1 to 6: C 0.078; C -0.498; N -0.410; N -0.329; N 0.387; N 0.119



3.
This record from the Open Molecules 2025 dataset describes the molecule C5H9NO. The level of theory is ωB97M-V/def2-TZVPD.

```
16
Properties=species:S:1:pos:R:3:forces:R:3
C -1.466327 0.863289 1.088674 -0.15 0.17 0.23
N -0.433086 -0.006158 0.626362 -0.17 -0.06 0.07
C 0.626521 -0.652610 1.312653 0.01 -0.19 0.22
C 0.885083 0.402639 0.270569 -0.04 0.09 -0.18
C 1.195842 -0.003525 -1.151636 0.05 0.00 -0.16
O 2.252718 0.273091 -1.676727 -0.56 -0.21 0.12
C 0.033996 -0.721225 -1.860370 0.15 -0.09 -0.26
H -2.403114 0.298198 1.084026 0.01 0.19 0.24
H -1.565800 1.668926 0.351628 -0.04 -0.06 0.25
H -1.287693 1.291271 2.081794 -0.05 0.08 0.03
H 0.813250 -0.403890 2.358062 0.14 0.09 -0.15
H 0.816030 -1.693756 1.044420 -0.15 0.13 0.16
H 1.309025 1.351120 0.618964 -0.14 -0.24 -0.12
H -0.308192 -0.091182 -2.688011 0.27 -0.11 -0.05
H 0.358104 -1.685838 -2.253086 0.18 0.16 -0.19
H -0.826357 -0.890351 -1.207323 0.47 0.05 -0.22
```
Forces are in eV/Å.

Computed properties:
Structure (SMILES)   CC(=O)[C@@H]1CN1C
Net charge   0
LUMO   0.8648 eV
Energy relative to the best compared isomer or geometry (same formula, charge and spin)   58.3 kcal per mole
Orbital gap   9.773 eV

These are the Mulliken partial charges, in e, on atoms 1 to 6: C -1.029; N -0.038; C -0.438; C -0.093; C 0.303; O -0.575



4.
This record from the Open Molecules 2025 dataset describes the ion C7H9O3S2 with charge -1. The level of theory is ωB97M-V/def2-TZVPD.

```
21
Properties=species:S:1:pos:R:3:forces:R:3
C -1.278813 1.251317 0.011127 -0.57 -2.43 -0.38
C -2.681592 -0.991110 0.078886 0.35 1.20 1.61
C -1.393473 -0.395575 0.116314 2.16 1.32 1.54
C 1.266474 -0.385819 -0.297359 0.32 -0.57 -0.29
C -1.346274 1.808717 1.472940 2.44 1.56 -1.32
C 2.617443 -0.648914 0.406746 -2.02 0.11 1.05
C 1.194798 -0.966272 -1.713761 2.68 1.49 -0.39
O -2.025047 -1.077463 -1.024061 -1.08 -0.63 -2.79
O -1.914634 1.615443 -0.984633 -0.45 1.29 0.65
O -3.724523 -1.140166 0.613859 -1.31 -0.91 -0.15
S 0.853077 1.315460 -0.498352 -0.12 1.22 0.85
S -0.016301 -1.295073 0.695024 0.45 0.19 0.71
H -0.406954 1.515355 1.992340 -0.82 0.00 -0.24
H -2.194434 1.501853 2.014813 -1.25 -0.58 0.45
H -1.314393 2.930059 1.430115 -0.17 -0.89 -0.07
H 2.670537 -1.760831 0.451365 0.75 0.69 0.12
H 2.468377 -0.206203 1.441046 0.66 -0.65 -1.09
H 3.404731 -0.127024 -0.127273 0.26 -0.30 -0.01
H 0.146002 -0.783820 -1.989583 0.60 -1.08 -0.72
H 1.799390 -1.908315 -1.761042 -1.57 -0.05 -0.19
H 1.875612 -0.251612 -2.328520 -1.33 -1.00 0.65
```
Forces are in eV/Å.

Computed properties:
Structure (SMILES)   CC1(C)S[C@]2(OC2=O)[C@](C)([O-])S1
Net charge   -1
LUMO   3.1832 eV
Energy relative to the best compared isomer or geometry (same formula, charge and spin)   10.5 kcal per mole
Orbital gap   7.220 eV

These are the Mulliken partial charges, in e, on atoms 1 to 6: C 0.739; C 0.193; C 0.605; C 0.768; C -1.206; C -1.438



5.
This record from the Open Molecules 2025 dataset describes a cluster of 9 separate species, C23H46Cl16N2O4Si in total. The level of theory is ωB97M-V/def2-TZVPD.

```
92
Properties=species:S:1:pos:R:3:forces:R:3
C -0.526327 0.810021 -2.422791 -0.66 1.54 -0.14
Si 0.390230 -0.698913 -3.191606 0.21 -0.32 -0.53
C -0.363767 -1.095361 -4.961814 0.08 0.03 0.19
C 0.214752 -2.168163 -1.951027 0.05 -0.86 -0.23
O 2.118178 -0.447653 -3.471073 -1.22 2.47 0.47
C 2.477250 0.981713 -3.195350 0.31 -0.23 1.56
C 4.077354 1.251659 -3.427781 -0.55 -0.48 1.59
N 4.503816 1.390528 -4.872066 -2.10 0.95 -0.87
N 5.794070 1.967140 -4.823119 6.10 -4.74 0.39
C 6.753247 0.992875 -4.665179 0.83 -3.09 4.11
O 7.566740 0.044292 -4.122820 -6.15 7.90 -4.65
C 3.681244 2.436847 -5.619551 -0.94 6.47 0.84
O 3.692203 3.740653 -5.224989 -0.41 -9.07 -2.89
O 2.868193 2.021044 -6.785774 3.27 0.02 2.94
H -0.432892 1.798447 -3.085474 -0.20 -2.08 1.38
H -0.210482 1.083627 -1.327051 -0.37 -0.60 -2.37
H -1.691962 0.578619 -2.386294 2.50 0.31 -0.28
H -1.529764 -1.119784 -4.867402 2.23 -0.17 -0.40
H -0.059870 -0.269691 -5.733533 -0.53 -1.60 1.38
H 0.098684 -2.129555 -5.260839 -1.12 1.89 0.25
H 0.211161 -1.759464 -0.847686 0.06 -1.01 -2.13
H 1.135262 -2.895663 -2.157627 -2.01 1.43 0.72
H -0.803204 -2.734305 -2.196317 2.40 1.12 0.80
H 1.760143 1.744083 -3.719174 1.60 -1.40 0.61
H 2.287319 1.111655 -2.023700 0.65 0.12 -2.45
H 4.483481 2.217146 -2.862040 -1.28 -1.95 -1.06
H 4.643744 0.306293 -2.968885 -1.21 2.02 -1.20
H 3.282528 1.208473 -7.213316 -0.59 1.18 1.19
Cl -3.677279 1.583024 -4.815656 0.05 -0.06 0.01
C -4.164692 1.376771 -6.516532 -0.11 0.00 -0.26
C -4.915279 0.074487 -6.744867 -0.17 0.22 -0.07
Cl -3.860576 -1.349958 -6.564612 -0.04 0.00 0.03
H -3.265801 1.438525 -7.137430 -0.16 -0.12 0.19
H -4.809029 2.225428 -6.765562 0.03 -0.20 0.05
H -5.311551 0.047482 -7.764228 0.13 0.07 0.14
H -5.754490 -0.034572 -6.050716 0.27 0.05 -0.07
Cl 0.288864 2.650511 1.573651 -0.10 -0.01 -0.01
C -1.452083 3.020072 1.648579 -0.32 0.04 -0.02
C -2.309702 1.769253 1.541784 -0.18 0.15 0.30
Cl -2.232242 1.037421 -0.080670 -0.42 0.12 0.77
H -1.681970 3.735924 0.853568 0.07 -0.23 0.08
H -1.629605 3.511148 2.610209 0.01 -0.19 -0.10
H -3.358469 2.020661 1.725459 0.26 0.05 -0.03
H -2.009090 1.010452 2.271078 0.00 0.20 -0.18
Cl -2.151771 2.611143 5.567078 0.05 -0.01 -0.10
C -3.892719 2.980703 5.642004 -0.32 0.03 0.04
C -4.750338 1.729884 5.535211 -0.07 0.22 0.36
Cl -4.672878 0.998053 3.912756 0.02 -0.03 0.06
H -4.122606 3.696555 4.846994 0.07 -0.22 0.10
H -4.070241 3.471780 6.603635 0.00 -0.17 -0.13
H -5.799106 1.981293 5.718885 0.20 0.01 -0.08
H -4.449726 0.971084 6.264504 0.02 0.16 -0.24
Cl -7.876293 0.044197 5.271819 -0.03 -0.05 0.03
C -8.117101 -0.359224 3.553578 -0.09 -0.06 -0.39
C -8.554665 -1.802105 3.358404 -0.21 0.17 -0.05
Cl -7.257687 -2.957468 3.754536 -0.01 0.03 0.03
H -7.186015 -0.144382 3.020424 -0.14 -0.12 0.22
H -8.889442 0.317503 3.175511 0.06 -0.18 0.09
H -8.820044 -1.971735 2.310713 0.09 0.12 0.15
H -9.426257 -2.046178 3.973847 0.26 0.08 -0.06
Cl 3.493907 2.390521 2.225667 0.23 0.05 -0.01
C 3.909119 2.057568 3.925616 0.02 0.02 0.38
C 3.445662 3.165798 4.857548 -0.21 -0.27 0.02
Cl 4.364332 4.673391 4.618506 -0.01 0.02 -0.03
H 4.990822 1.904495 3.987443 -0.38 0.23 -0.05
H 3.416780 1.117529 4.192699 0.03 0.17 -0.03
H 3.597815 2.864487 5.898181 0.05 -0.02 -0.20
H 2.383233 3.390381 4.720355 0.25 -0.02 -0.08
Cl 6.435865 -0.077319 3.475694 0.11 -0.12 0.01
C 6.700282 -0.986232 1.966704 0.10 -0.17 -0.43
C 5.708353 -0.598688 0.881647 0.23 0.09 -0.07
Cl 4.052172 -1.133334 1.262630 0.02 -0.02 0.04
H 6.646798 -2.054077 2.199464 -0.07 0.22 -0.01
H 7.718870 -0.760706 1.636521 -0.21 0.02 0.03
H 5.985224 -1.076030 -0.062992 0.02 -0.01 0.21
H 5.687270 0.483981 0.722272 -0.05 -0.20 0.17
Cl -3.122507 -2.047295 -2.776878 -0.30 0.00 0.01
C -4.321772 -3.352474 -2.599785 -0.26 -0.18 0.03
C -4.468975 -3.804949 -1.155811 -0.24 0.11 -0.09
Cl -3.018185 -4.654319 -0.566141 0.02 0.06 -0.02
H -4.024079 -4.178332 -3.252984 0.03 0.17 0.20
H -5.274870 -2.957204 -2.964160 0.13 -0.05 0.13
H -5.303428 -4.507142 -1.069383 0.14 0.09 -0.11
H -4.663800 -2.961145 -0.486443 0.15 -0.14 -0.19
Cl 7.141951 -3.275926 6.964203 0.04 -0.01 -0.01
C 6.115684 -3.169871 5.512096 -0.19 -0.02 -0.25
C 6.005728 -4.502254 4.788130 -0.32 0.10 0.15
Cl 7.543738 -4.983812 4.028814 0.04 0.01 0.00
H 6.525524 -2.390443 4.862593 -0.03 -0.24 0.18
H 5.125613 -2.846849 5.847985 0.13 -0.13 -0.08
H 5.266033 -4.429353 3.985388 0.12 0.09 0.12
H 5.695392 -5.304688 5.464744 0.17 0.20 -0.10
```
Forces are in eV/Å.

Computed properties:
Structure (SMILES)   C[Si](C)(C)OCCN(N=C=O)C(=O)O.ClCCCl.ClCCCl.ClCCCl.ClCCCl.ClCCCl.ClCCCl.ClCCCl.ClCCCl
Net charge   0
LUMO   -0.5382 eV
Orbital gap   8.869 eV

These are the Mulliken partial charges, in e, on atoms 1 to 6: C -0.226; Si 0.382; C -0.299; C -0.665; O -0.486; C -0.072



6.
This record from the Open Molecules 2025 dataset describes a cluster of 2 separate species, H3N2OP in total. The level of theory is ωB97M-V/def2-TZVPD.

```
7
Properties=species:S:1:pos:R:3:forces:R:3
N -0.211742 0.170628 -0.590044 4.46 -9.38 1.21
N -1.018489 -0.468961 0.242977 0.81 -0.60 2.39
O 3.867206 0.354377 0.185182 0.17 0.32 0.05
P 2.546877 -0.230345 -0.100866 -0.16 -0.48 -0.06
H -1.728290 0.115647 0.680190 -0.09 -0.16 -0.01
H -0.443909 -0.947093 1.011083 -1.25 0.34 -1.58
H -0.496541 0.978332 -0.710546 -3.94 9.96 -2.00
```
Forces are in eV/Å.

Computed properties:
Net charge   0
LUMO (alpha / beta)   -0.1416 / -0.6596 eV
Energy relative to the best compared isomer or geometry (same formula, charge and spin)   84.0 kcal per mole
Orbital gap (alpha / beta)   8.647 / 6.431 eV

These are the Mulliken partial charges, in e, on atoms 1 to 6: N -0.344; N -0.264; O -0.408; P 0.362; H 0.237; H 0.270